59
Properties=species:S:1:pos:R:3:forces:R:3 method="wB97M-V/def2-TZVPD" total_charge=0 de_lowest_kj_mol=690.6
C 3.01663 0.48892 0.32836 0.1 -0.1 0.7
C 2.46010 0.59917 -1.06422 0.1 0.2 -0.3
C 2.85665 1.88787 -1.73640 0.9 0.4 -0.4
N 0.98333 0.64920 -1.02779 -1.7 0.8 0.7
N 0.45006 1.84029 -1.23901 -2.0 -1.3 0.4
N -0.88154 1.65325 -1.12088 2.3 -0.6 0.2
C -1.66222 2.91131 -0.99885 0.3 0.2 -0.4
C -1.32466 3.78364 -2.19115 -0.2 0.4 -0.4
C -1.26440 3.59639 0.29251 0.0 0.1 0.4
C -1.18009 0.34110 -0.85246 -0.8 0.5 -0.3
C -2.64515 -0.12079 -0.91438 0.1 -0.1 0.2
C -2.74825 -1.63677 -1.02778 0.2 -0.3 0.1
C -3.35897 0.43345 -2.16009 0.0 0.3 -0.1
C -3.33123 0.34604 0.36991 -0.2 0.1 0.2
C 0.03761 -0.30375 -0.70149 0.8 0.0 -0.5
C 0.45423 -1.73267 -0.50271 0.3 0.1 -1.3
H 4.10912 0.37990 0.32452 -0.3 0.1 -0.2
H 2.75961 1.37616 0.92267 0.1 -0.1 -0.2
H 2.59972 -0.37925 0.83588 0.2 0.1 0.0
H 2.75052 -0.27595 -1.65544 -0.2 0.2 0.0
H 3.94622 1.95078 -1.80874 -0.1 -0.1 0.0
H 2.43127 1.94777 -2.74009 0.1 0.1 0.0
H 2.48776 2.74626 -1.16542 0.3 -0.2 -0.1
H -2.71989 2.65263 -0.99039 0.3 0.0 0.0
H -1.76986 4.77141 -2.04301 0.0 -0.1 0.0
H -0.24119 3.91091 -2.28526 -0.3 0.0 0.0
H -1.72916 3.38083 -3.12556 0.2 0.0 0.1
H -1.75685 4.57115 0.35124 0.0 -0.1 0.0
H -1.56429 3.00264 1.16284 0.1 0.1 -0.1
H -0.17978 3.75646 0.31057 -0.3 0.0 0.1
H -2.32748 -2.15510 -0.16095 0.0 0.0 -0.3
H -3.80381 -1.93934 -1.12154 0.3 0.2 0.1
H -2.22257 -1.98407 -1.92505 -0.1 -0.1 0.2
H -3.38550 1.52558 -2.20627 -0.1 -0.2 -0.1
H -2.88075 0.06930 -3.07771 -0.1 0.0 0.2
H -4.40187 0.08782 -2.15161 0.3 0.0 0.0
H -3.34564 1.43932 0.43964 -0.1 -0.2 0.2
H -4.36982 -0.00707 0.40123 0.2 0.0 0.0
H -2.79937 -0.05159 1.24400 -0.2 0.1 -0.1
H -0.24508 -2.32670 -1.11489 0.4 0.0 0.1
H 1.46569 -1.85394 -0.94614 -0.6 0.0 0.2
C 0.42893 -2.46179 0.83459 -0.3 -0.7 1.7
C 0.72851 -3.91472 0.56269 -0.7 -0.4 -0.2
N -0.21889 -4.66813 -0.07496 1.0 -1.0 0.9
O -0.05400 -5.92481 -0.17035 0.0 0.9 0.0
O -1.27376 -4.14609 -0.53967 0.1 0.5 -0.1
C 1.30621 -1.90616 1.98155 -0.2 -0.5 -0.5
C 0.79228 -0.90861 2.82895 0.5 -0.1 -0.2
C 1.64346 -0.24203 3.71489 0.0 -0.2 -0.1
C 2.98858 -0.62824 3.81024 -0.1 0.2 -0.1
C 3.45685 -1.72932 3.08895 -0.3 -0.2 -0.1
C 2.60406 -2.39837 2.19786 0.1 0.6 0.2
H -0.59443 -2.39579 1.24115 -0.1 0.1 -0.3
H 1.43800 -4.47802 1.16338 -0.3 0.1 -0.4
H -0.27947 -0.68194 2.78569 0.4 0.1 -0.1
H 1.24678 0.57656 4.32391 0.2 -0.3 -0.1
H 3.66749 -0.06715 4.45476 -0.2 -0.2 -0.1
H 4.48839 -2.07603 3.20488 -0.4 0.2 0.0
H 2.96190 -3.28187 1.66339 -0.1 0.5 0.0

---

61
Properties=species:S:1:pos:R:3:forces:R:3 method="wB97M-V/def2-TZVPD" smiles="CCCCN(CCCC)CCCNC(=O)[C@H]1CC(c2cccc([N+](=O)[O-])c2)=NO1" total_charge=0 de_lowest_kj_mol=552.1
C -6.48955 -0.91839 0.81104 0.1 0.0 0.2
C -5.32516 -1.00633 1.79091 0.1 -0.2 -0.2
C -3.96484 -1.07586 1.09751 -0.1 0.3 0.1
C -3.63539 0.20945 0.31969 0.0 -0.2 0.0
N -2.25166 0.43022 -0.04704 0.1 0.1 0.0
C -1.68337 -0.48518 -1.01863 0.1 -0.2 0.1
C -1.08670 -1.80450 -0.50201 0.0 0.2 -0.4
C -0.31582 -2.51599 -1.61128 0.0 -0.1 0.3
C 0.32874 -3.80512 -1.11531 -0.1 0.2 -0.2
C -1.36367 0.78709 1.04158 -0.1 0.2 0.2
C -1.58815 2.22195 1.54070 0.1 -0.1 -0.3
C -1.68072 3.23395 0.39115 0.0 0.1 0.4
N -0.66235 3.01414 -0.61137 -0.3 -0.1 -0.2
C 0.62227 3.33676 -0.41753 0.1 -0.4 -0.6
O 1.05389 4.00701 0.49667 0.1 0.2 0.3
C 1.56066 2.79033 -1.51962 0.3 0.2 0.5
C 2.93742 2.44675 -0.94441 -0.2 -0.1 -0.1
C 2.87534 0.94011 -1.01588 -0.6 0.8 -0.3
C 3.87837 0.03672 -0.48834 0.5 -0.6 0.2
C 3.67265 -1.34714 -0.53371 0.1 0.2 0.0
C 4.62120 -2.22041 -0.03557 -0.1 0.1 -0.1
C 5.79610 -1.73578 0.51407 0.2 0.3 0.1
C 6.00011 -0.36220 0.55516 -1.0 -0.6 -0.5
N 7.22637 0.15502 1.11713 0.4 0.2 0.2
O 8.01970 -0.64412 1.56445 0.2 -0.2 0.1
O 7.38737 1.35608 1.10339 0.1 0.3 0.0
C 5.05649 0.52895 0.06567 0.0 0.0 0.0
N 1.83125 0.51560 -1.61684 0.6 -0.8 0.4
O 1.04401 1.54350 -2.02822 -0.3 0.6 -0.5
H -6.45934 -1.74907 0.10909 0.0 -0.1 -0.1
H -6.45576 0.01046 0.24775 -0.1 0.1 -0.1
H -7.43617 -0.95711 1.34542 -0.1 0.0 0.0
H -5.44847 -1.90080 2.40673 0.0 0.1 0.1
H -5.34720 -0.14183 2.45906 0.0 0.0 0.1
H -3.95673 -1.93053 0.41894 0.1 -0.1 0.0
H -3.19614 -1.24039 1.85581 0.1 -0.1 0.0
H -3.94719 1.06673 0.92227 -0.1 0.0 0.0
H -4.21590 0.22853 -0.60731 -0.1 0.1 0.1
H -2.46190 -0.70483 -1.75357 0.0 0.0 -0.1
H -0.88080 0.04819 -1.54054 0.0 -0.1 -0.1
H -1.87089 -2.46134 -0.12435 0.0 0.0 0.1
H -0.40218 -1.59461 0.32240 0.0 0.0 0.1
H 0.45406 -1.84215 -1.99433 0.0 0.0 -0.1
H -0.99522 -2.74474 -2.43552 0.0 0.0 -0.1
H 1.00606 -3.60096 -0.28793 0.1 0.0 0.1
H 0.89231 -4.28454 -1.91270 0.1 -0.1 0.0
H -0.43026 -4.50241 -0.76660 0.0 -0.1 0.1
H -0.34107 0.71274 0.66417 0.0 -0.1 0.0
H -1.44223 0.10710 1.90486 0.1 0.0 -0.1
H -2.49939 2.28836 2.13510 0.0 0.0 0.1
H -0.74834 2.48722 2.18441 0.0 0.0 0.1
H -2.64710 3.15269 -0.10624 0.0 0.1 0.0
H -1.55415 4.24446 0.78674 -0.1 -0.1 -0.1
H -0.87295 2.31905 -1.31298 0.1 0.0 0.1
H 1.58576 3.50224 -2.34899 0.0 -0.1 0.1
H 3.76534 2.83692 -1.53819 0.0 0.0 0.0
H 3.02415 2.82367 0.07723 0.0 0.0 -0.1
H 2.75622 -1.71363 -0.96757 -0.1 -0.1 0.0
H 4.44789 -3.28456 -0.07624 0.0 -0.1 0.0
H 6.55433 -2.39483 0.90773 0.0 0.0 0.0
H 5.25869 1.58740 0.12199 0.0 0.0 0.0

---

65
Properties=species:S:1:pos:R:3:forces:R:3 method="wB97M-V/def2-TZVPD" total_charge=+1
C 4.14455 1.41226 2.30159 -0.4 0.7 0.2
C 3.52191 1.81980 1.36322 -0.1 0.0 -0.1
C 2.68193 2.41443 0.32319 0.6 -0.4 0.8
N 1.25004 2.31967 0.74906 0.2 0.1 -0.4
C 0.46766 3.40713 0.65121 -0.2 -0.2 0.0
C -0.84356 3.35381 1.06600 0.1 0.2 0.0
C -1.34782 2.16671 1.58265 -0.1 0.4 -0.1
C -2.78512 2.12096 2.04090 -0.4 0.3 0.4
O -3.64292 1.55832 1.44066 0.3 -0.4 0.0
O -3.03778 2.75925 3.21055 0.1 0.1 -0.6
C -0.52617 1.04966 1.64878 -0.3 0.3 0.0
C 0.77932 1.16006 1.22751 -0.6 -0.5 0.3
H 4.62938 1.28866 3.24423 0.3 -0.4 -0.2
H 2.84201 1.91196 -0.62937 -0.3 0.2 -0.1
H 2.93664 3.47123 0.28746 -0.1 0.0 -0.4
H 0.90796 4.30359 0.23814 0.1 -0.1 0.0
H -1.44906 4.24729 0.97770 0.0 -0.1 0.0
H -2.50764 3.56611 3.28240 0.2 -0.2 0.3
H -0.92371 0.12516 2.04331 0.2 -0.1 -0.1
H 1.42512 0.29662 1.30915 0.4 0.3 -0.2
C 8.52394 -1.89615 4.92183 0.0 0.0 -0.1
C 9.50318 -0.95522 4.20837 0.0 0.0 0.1
C 8.69576 -0.13723 3.19221 0.4 0.0 0.0
S 7.03059 -0.02968 3.85217 0.6 -0.2 0.3
O 6.13422 -0.73984 2.97095 -0.2 0.2 0.0
O 6.74876 1.32895 4.25849 -0.4 0.0 -0.2
C 7.32156 -1.03650 5.29997 0.1 -0.2 0.2
H 8.97283 -2.35869 5.79899 0.0 0.0 0.0
H 8.21349 -2.69291 4.24229 0.0 0.0 0.0
H 9.96240 -0.28578 4.93821 0.0 0.0 0.0
H 10.30557 -1.50370 3.71815 0.0 0.0 0.0
H 9.09055 0.86801 3.06615 -0.1 0.0 -0.1
H 8.63610 -0.63632 2.22673 -0.1 0.0 0.0
H 6.42747 -1.61276 5.52746 -0.1 0.1 -0.1
H 7.55683 -0.36514 6.12566 0.0 0.0 0.0
C -4.15179 0.72658 -3.47011 0.1 0.1 0.1
C -4.94492 1.02012 -2.19173 0.0 0.0 -0.1
C -4.31706 2.25905 -1.53998 -0.2 -0.2 0.1
S -3.58840 3.21525 -2.87091 -0.4 -0.2 -0.2
O -2.15255 3.23044 -2.67910 0.1 0.2 0.1
O -4.32895 4.43603 -3.05363 0.3 0.2 0.1
C -3.98666 2.06711 -4.18108 0.1 -0.3 -0.1
H -4.65878 0.00168 -4.09739 0.0 0.0 0.0
H -3.16781 0.32300 -3.20973 0.0 0.0 0.0
H -5.98540 1.22629 -2.44744 0.0 0.0 0.0
H -4.93992 0.17055 -1.51051 0.0 0.0 0.0
H -5.05478 2.87021 -1.02524 0.1 0.1 0.0
H -3.51572 1.99408 -0.85719 0.0 0.0 -0.1
H -3.19329 2.07197 -4.92522 0.0 0.1 0.0
H -4.92328 2.39631 -4.62973 0.0 0.1 0.0
C -4.50095 -5.15201 -2.65255 0.0 0.0 -0.1
C -3.32197 -4.26317 -3.07007 0.0 0.0 0.0
C -3.78840 -3.40957 -4.25586 0.4 -0.1 0.1
S -5.56560 -3.21732 -4.06397 0.0 -0.1 0.2
O -6.22142 -3.88182 -5.15641 -0.1 0.1 -0.1
O -5.86902 -1.84557 -3.72888 -0.1 -0.1 -0.1
C -5.71735 -4.23332 -2.59974 0.1 -0.2 0.2
H -4.32466 -5.63420 -1.69220 0.0 0.0 0.0
H -4.65698 -5.93398 -3.39852 0.0 0.0 0.0
H -3.04222 -3.61475 -2.23608 0.0 0.0 0.0
H -2.44525 -4.85303 -3.33402 0.0 0.0 0.0
H -3.32523 -2.42543 -4.26339 -0.1 0.0 -0.1
H -3.61214 -3.90838 -5.20690 -0.1 0.0 0.0
H -6.66649 -4.76338 -2.62478 -0.1 0.1 -0.1
H -5.67897 -3.57253 -1.73363 0.0 0.0 0.0

---

71
Properties=species:S:1:pos:R:3:forces:R:3 method="wB97M-V/def2-TZVPD" total_charge=+1 de_lowest_kj_mol=0.0
Y 0.34123 0.38474 -0.20925 -0.8 -1.0 -0.2
C -3.53332 2.86374 2.08366 0.0 0.1 -0.1
N -3.24780 1.46502 2.35343 0.1 0.0 -0.1
C -3.89193 0.89970 3.52878 -0.1 -0.1 0.1
C -2.46858 0.77484 1.53044 0.1 0.0 -0.2
O -1.96006 1.27314 0.50904 0.3 -0.1 -0.1
C -2.21026 -0.71473 1.86173 -0.1 0.1 -0.1
O -1.51882 -1.18285 0.71134 0.1 0.2 0.1
C -1.74420 -2.50130 0.28857 0.1 0.0 0.0
C -1.12759 -2.56929 -1.10110 0.1 0.1 0.1
O -0.58478 -1.55973 -1.56119 -0.1 0.2 0.0
N -1.17999 -3.72842 -1.75120 0.0 0.0 -0.1
C -1.81588 -4.90730 -1.18868 -0.1 -0.1 0.1
C -0.50894 -3.86286 -3.03426 0.1 0.0 -0.1
H -3.08584 3.48990 2.85674 0.0 0.0 0.0
H -4.61205 3.02433 2.08234 0.0 0.0 0.0
H -3.12080 3.13338 1.11685 0.0 0.0 0.0
H -3.88688 1.64996 4.31858 0.0 0.0 0.0
H -3.34711 0.03225 3.88678 0.0 0.0 0.0
H -4.92915 0.63604 3.30885 0.0 0.0 0.0
H -3.16362 -1.25053 1.95393 0.0 0.0 -0.1
H -0.65537 -0.30190 2.87196 -0.3 -0.3 -0.1
H -2.81893 -2.71604 0.24235 0.1 0.0 0.0
H -1.26950 -3.22669 0.95947 0.0 0.0 0.0
H -2.83553 -4.69527 -0.86736 0.0 0.0 0.0
H -1.24630 -5.30631 -0.34705 0.0 0.0 0.0
H -1.86511 -5.67180 -1.95867 0.0 0.0 0.0
H 0.13759 -3.00238 -3.18084 0.0 0.0 0.0
H -1.23718 -3.91587 -3.84590 0.0 0.0 0.0
H 0.09537 -4.76927 -3.03565 0.0 0.0 0.0
C 4.81262 -3.05855 0.65244 0.0 0.0 0.0
S 4.81865 -2.05491 -0.83910 0.0 0.1 0.0
C 3.19101 -1.40262 -0.89250 0.0 -0.1 0.0
S 2.00798 -1.88628 0.24023 -0.1 0.1 0.1
N 3.06324 -0.56660 -1.90124 0.2 -0.1 -0.2
N 1.80327 -0.05335 -2.04505 -0.1 0.2 -0.5
C 1.41018 0.20104 -3.23775 0.3 -0.2 0.3
C 0.08167 0.76139 -3.47107 -0.3 0.2 -0.2
C -0.38256 0.92019 -4.77266 0.0 0.0 0.2
C -1.65415 1.43272 -4.97397 0.0 0.0 0.1
C -2.41988 1.76994 -3.87100 0.0 0.0 0.0
C -1.88223 1.58487 -2.60434 -0.1 0.0 0.0
N -0.66413 1.09776 -2.39987 0.2 0.1 -0.2
H 5.81940 -3.46531 0.72624 0.0 0.0 0.0
H 4.09604 -3.87043 0.57353 0.0 0.0 0.0
H 4.59462 -2.45633 1.52934 0.0 0.0 0.0
H 2.03987 -0.04139 -4.09060 0.1 0.0 0.0
H 0.24625 0.64333 -5.60585 0.0 0.0 0.0
H -2.03793 1.56632 -5.97595 0.0 0.0 0.0
H -3.41620 2.17249 -3.97901 0.0 0.0 0.0
H -2.44510 1.83084 -1.71213 0.0 0.0 0.0
C 3.84978 2.20964 2.53806 0.1 0.0 0.0
C 2.72039 1.52190 1.85370 0.0 0.0 0.0
N 2.68835 1.25027 0.60682 -0.2 0.1 -0.2
O 3.80337 1.65044 -0.10078 0.1 0.0 0.0
C 1.51426 1.01289 2.61368 0.1 0.0 -0.1
C 1.61996 1.03698 4.11389 0.0 0.0 0.1
N 0.52500 0.56556 1.97926 -0.3 0.1 1.1
O -1.49650 -0.88330 3.01151 0.5 0.2 0.1
H 4.58084 2.57621 1.82474 0.0 0.0 0.0
H 4.34398 1.52250 3.22637 0.0 0.0 0.0
H 3.46940 3.04026 3.13284 0.0 0.0 0.0
H 3.79221 1.09080 -0.89933 0.0 0.0 0.0
H 1.67430 2.06287 4.48158 0.0 0.0 0.1
H 2.52003 0.52427 4.45321 0.0 0.0 0.1
H 0.74936 0.55328 4.55084 0.0 0.0 0.0
Cl -0.03966 3.58003 0.67955 0.1 0.1 -0.1
C 0.77054 4.44151 -0.64627 0.0 0.1 0.0
Cl 1.59322 3.28598 -1.70018 0.0 0.1 -0.1
H 1.50884 5.11722 -0.22698 0.0 -0.1 0.0
H 0.02103 4.97108 -1.22592 0.0 0.0 0.1

---

no.,LUMO level (eV),gap between HOMO and LUMO (Ha)
1,-0.364,0.21148
2,-0.707,0.27676
3,-4.457,0.28017
4,-3.009,0.26649